[1]
Molecular formula: C11H21BN2O4
Method: DFT, the ωB97M-V functional and the def2-TZVPD basis

```
39
Properties=species:S:1:pos:R:3:forces:R:3:lowdin_charge:R:1
C 2.2602 -0.6781 0.1157 -0.593 0.080 -0.264 -0.0929
H 4.3344 0.2262 2.0597 0.067 -0.062 -0.148 0.1178
H -3.7790 -1.4530 -0.3207 -0.220 0.071 -0.551 0.0728
H 3.4355 0.9883 -0.7067 -0.092 -0.125 -0.071 0.1061
H -3.5517 -2.1120 -1.9608 0.039 0.545 0.185 0.0895
O 0.0798 1.8838 1.3352 0.087 -0.160 -0.035 0.1640
B 1.4444 1.8845 1.2274 -0.274 1.234 0.447 -0.6406
H -2.6774 0.7215 -3.3588 -0.397 0.079 -0.283 0.0719
N 1.6461 -0.4135 1.4587 -0.292 -1.093 0.522 0.0127
H -0.9724 0.4334 -3.0453 -0.436 -0.071 0.280 0.0893
H -3.2339 1.0192 0.0644 -0.094 0.161 0.271 0.0800
C 3.5354 0.2061 0.0410 -0.192 -0.444 0.366 -0.1373
O -0.1496 -1.0983 -1.4998 0.704 -0.740 -0.008 0.0552
C -0.2234 -2.0380 1.1906 0.476 -0.132 -0.779 -0.0778
C -1.9839 0.0094 -2.9402 0.403 -0.454 -0.143 -0.0608
H -0.1644 1.1483 1.9335 -0.264 0.544 0.006 0.0777
H -0.6176 -2.7378 1.9292 -0.016 -0.018 -0.223 0.1355
H 1.3813 3.3238 -0.0507 0.480 -0.189 0.139 0.1226
H 2.4836 -1.7541 0.0158 -0.144 0.498 -0.060 0.1276
C -1.1534 -0.9671 -0.8409 -1.054 0.395 -0.046 -0.4426
C 0.4655 -0.9428 1.9544 2.245 0.071 -1.462 -0.4449
H -4.5525 -0.6392 -1.7070 0.133 0.031 -0.084 0.0810
N -1.2967 -1.4332 0.4336 -1.143 0.550 0.928 0.0957
H -1.9728 -0.9109 -3.5464 -0.126 0.292 0.239 0.0907
C -2.3717 -0.2624 -1.4707 -0.492 -0.144 -0.969 -0.4871
H 2.2082 0.7989 3.1103 0.013 0.132 0.127 0.1504
H 4.1074 1.8233 1.3805 -0.181 0.049 0.065 0.1176
H 0.4070 -2.5255 0.4567 0.214 -0.269 0.102 0.1173
C -3.6561 -1.1721 -1.3857 0.966 0.056 0.689 -0.0316
H -1.9902 -0.9701 1.0410 0.349 -0.436 -0.809 0.1564
H -1.6400 1.5439 -0.5320 -0.205 -0.045 0.173 0.0762
C 3.6719 0.8268 1.4279 0.804 -0.560 0.913 -0.1513
O -0.1158 -0.5250 2.9364 -0.210 1.024 1.035 0.0605
H -3.0479 1.8375 -1.5096 -0.193 -0.416 0.132 0.0859
C -2.6070 1.1102 -0.8156 0.565 0.014 0.066 -0.0381
C 2.2811 0.8101 2.0304 -0.543 0.259 -1.300 -0.1264
O 2.0729 2.7880 0.3814 -1.110 -0.171 0.234 0.1586
H 4.4284 -0.3790 -0.1794 -0.143 -0.046 -0.172 0.1095
H 1.5144 -0.3711 -0.6535 0.869 -0.512 0.490 0.1089
```
Forces are in eV/Å.

The total energy is -23597.9878 eV. For the energy relative to the best compared isomer or geometry (same formula, charge and spin), the calculation gives 0.0 kcal/mol. The gap between HOMO and LUMO comes out at 9.650 eV. Its SMILES is CC(C)(C)C(=O)NCC(=O)N1CCC[C@H]1B(O)O.

[2]
Molecular formula: C33H47BN4O2P2Pt
Method: DFT, the ωB97M-V functional and the def2-TZVPD basis

```
90
Properties=species:S:1:pos:R:3:forces:R:3:lowdin_charge:R:1
H -0.4556 2.3182 4.9712 -0.007 -0.004 -0.063 0.0871
H -2.1530 2.7385 4.7171 0.217 -0.264 -0.010 0.1038
H -0.6466 -0.6743 -5.4209 0.238 -0.052 0.383 0.1350
C 3.5543 1.4507 -1.0693 1.056 0.072 0.255 -0.2315
C -3.9412 2.8253 -1.0839 -2.158 -0.425 -1.507 0.0020
C -0.9385 1.2555 -3.0546 -1.091 0.485 -0.861 -0.1851
H 2.4534 2.6388 -2.6256 -0.502 -0.591 0.504 0.0960
H -5.6494 2.1364 -2.3813 0.203 0.072 -0.009 0.1235
H -1.8048 -0.7111 -3.1514 1.123 0.314 0.954 0.1041
C -3.0710 0.4743 3.7441 -0.466 -0.125 -0.078 -0.0011
C 4.8173 1.8054 -1.5026 -1.245 -0.774 0.322 -0.0426
H 6.5165 0.5276 -2.1750 -0.082 -0.192 0.081 0.1103
H 2.5254 2.0600 0.9927 -0.313 0.018 0.118 -0.0065
H -1.5482 3.0383 -4.0390 0.143 -0.342 0.064 0.1346
C -0.6807 2.3600 -4.0276 1.107 -0.079 -0.064 -0.1584
N -2.9767 0.7642 -0.9802 -1.852 0.820 -0.230 -0.1759
H 1.1237 0.8720 -5.5185 0.065 -0.429 0.569 0.1258
H -0.5399 1.9803 -5.0495 -0.119 0.190 0.376 0.1191
H -1.7211 1.4943 5.8838 0.035 -0.117 -0.286 0.1084
H -1.2425 1.7082 -2.1090 -0.695 -0.542 -0.312 0.0476
C -1.6067 0.8726 3.7941 -0.119 -0.698 0.674 -0.4393
C -3.2392 -3.0768 1.8174 0.551 0.595 -0.544 -0.0745
H 1.0560 -1.1828 -2.5438 -0.036 -0.190 0.228 0.0343
H 5.0327 -4.3588 0.5010 -0.147 0.207 0.088 0.1399
C 1.6028 2.1055 -3.0524 0.727 0.356 -1.455 -0.1129
H -2.1207 2.4014 0.1392 0.014 -0.060 0.124 0.1059
O -0.1353 -0.5594 2.5721 0.145 1.076 -1.715 0.0014
C 1.7827 0.8261 -3.4708 1.280 0.943 -0.060 -0.1167
H -1.6717 -1.4915 5.4579 0.130 0.121 -0.334 0.1133
C 0.5740 -0.0798 4.8394 0.471 0.174 -0.015 -0.0183
H 0.9457 3.7491 -4.3112 0.154 -0.119 0.308 0.1356
P 1.8904 -0.7392 -0.4342 1.475 1.850 -0.948 1.0219
C 0.9999 -1.7661 -1.6213 -0.308 -0.351 -0.571 -0.3439
H -5.3520 -3.2621 1.0767 0.090 0.156 -0.026 0.1058
H -0.5252 -2.7396 -0.3857 0.152 -0.141 -0.152 0.0667
C -1.2483 -1.6412 4.4532 -0.305 -0.446 0.089 -0.0095
C 1.5122 1.8127 1.3195 0.409 0.750 0.258 -0.2204
H 5.2566 -2.5732 2.5559 -0.094 -0.001 -0.052 0.1363
Pt 0.2511 0.9413 -0.1961 -0.010 -0.774 3.296 0.8356
H 2.7236 2.0781 -0.8012 0.303 -0.243 0.052 0.0486
H 1.1025 0.8376 4.5606 -0.045 -0.107 0.029 0.0893
H -3.1854 -3.8072 2.6183 0.056 0.204 -0.196 0.1104
C -4.3828 -2.7867 1.0173 0.739 0.921 -0.750 -0.0586
C -2.2130 -2.2553 1.3740 -0.889 -0.548 -0.370 -0.1873
C -0.4812 -2.0406 -1.2261 0.214 -0.499 0.779 -0.3520
H 1.9793 -0.5939 -5.0379 0.014 0.322 0.099 0.1234
H -3.2858 -0.2124 2.9212 0.037 -0.039 0.047 0.0830
H 1.6376 1.0850 2.1467 -0.153 0.543 -0.245 -0.0021
C -0.9286 -0.0527 -3.3529 -1.504 -0.518 -1.592 -0.2052
C 3.5123 -1.6122 1.6088 -1.383 -0.439 -1.651 0.0498
H 2.6307 0.2673 -3.0647 -0.122 0.608 -0.091 0.0853
H 0.1570 -1.6956 -4.2360 -0.341 0.376 -0.025 0.1081
C -0.0832 -0.6412 -4.4669 -0.326 0.414 -0.644 -0.1670
H 1.0237 2.7339 1.6891 0.252 -0.505 -0.028 0.0382
C -4.7203 1.9284 -1.8663 0.424 2.506 0.990 0.0210
H -0.4953 -2.4302 4.5596 -0.003 0.154 -0.092 0.1020
C 4.5218 -2.5522 1.7634 0.674 -2.077 -1.423 0.0582
N -2.6750 -1.4294 0.3415 0.889 -0.648 0.208 -0.2130
C 3.3387 -3.0946 -0.0953 -1.444 1.567 0.537 0.0018
C -1.4600 1.9037 4.9004 0.037 0.594 -0.010 -0.0063
H 0.3227 3.7315 -2.6652 -0.089 -0.015 -0.185 0.1186
C -4.0896 0.6749 -1.8015 2.045 -0.352 1.561 -0.0390
C 0.5583 3.0851 -3.5225 0.144 0.140 -0.392 -0.1691
O -1.2676 1.4634 2.5099 0.994 -0.867 -1.622 0.0659
H -1.1739 -2.2123 1.6463 -0.162 -0.003 0.214 0.0930
H -3.4076 0.0121 4.6860 0.233 0.138 -0.343 0.1077
C -0.6107 -0.3717 3.9297 -0.357 0.765 0.532 -0.4443
H -2.0318 -2.0192 3.8019 -0.029 0.131 0.139 0.0523
C 5.5127 0.5950 -1.7822 -0.934 -0.904 0.075 -0.0438
C 4.6458 -0.4624 -1.5083 0.662 0.743 0.070 -0.1260
H 5.1583 2.8206 -1.6071 0.145 -0.010 -0.035 0.1151
B -0.4968 0.5534 1.7600 -0.300 -0.060 2.467 -0.7303
H -4.1093 3.8821 -0.9190 -0.109 -0.201 -0.036 0.1220
N 3.4441 0.0612 -1.0133 -1.535 -0.259 0.282 -0.2101
H -4.4047 -0.2695 -2.2380 0.247 0.350 -0.091 0.1309
C 1.2441 0.1425 -4.6905 -0.958 -0.129 -0.574 -0.1548
H 1.5014 -2.7137 -1.8072 -0.094 0.011 -0.232 0.0741
P -1.5023 -0.5437 -0.7043 -0.956 -1.076 0.236 0.9293
H -4.6095 -1.3416 -0.6519 -0.024 -0.010 0.117 0.0693
H -3.6780 1.3764 3.6015 0.135 -0.155 -0.032 0.1015
H -1.0540 -2.4976 -2.0401 0.481 -0.117 -0.074 0.0868
H 2.9321 -3.5518 -0.9835 0.130 0.021 0.055 0.1327
H 1.2841 -0.9168 4.8056 -0.155 0.136 -0.082 0.0929
H 4.7803 -1.5248 -1.6151 0.133 -0.038 -0.019 0.0965
H 3.2279 -0.7634 2.1981 0.044 0.310 0.208 0.1397
C 4.4062 -3.4906 0.6810 1.279 0.932 2.420 0.0410
C -4.0108 -1.7967 0.1112 0.034 -0.609 0.802 -0.1180
H 0.2518 0.0134 5.8858 0.041 0.030 -0.346 0.1064
N 2.7417 -1.9453 0.4737 1.203 -1.097 0.571 -0.1631
C -2.9076 2.0790 -0.5268 0.086 -1.874 -0.704 -0.0628
```
Forces are in eV/Å.

The total energy is -67517.2830 eV. For the energy relative to the best compared isomer or geometry (same formula, charge and spin), the calculation gives 6.4 kcal/mol. As for the spin multiplicity: 5. The gap between HOMO and LUMO (alpha / beta) comes out at 5.722 / 3.052 eV. Its charge is +2.

Q: The lowest energy relative to the best compared isomer or geometry (same formula, charge and spin) belongs to which entry?
A: C11H21BN2O4

Q: The lowest energy relative to the best compared isomer or geometry (same formula, charge and spin) belongs to which entry?
A: C11H21BN2O4

Q: Among the records above, which one has the lowest energy relative to the best compared isomer or geometry (same formula, charge and spin)?
A: C11H21BN2O4

Q: The lowest energy relative to the best compared isomer or geometry (same formula, charge and spin) belongs to which entry?
A: C11H21BN2O4